Formula: C32H25F3GaNP2S2
Source: the Open Molecules 2025 dataset
Level of theory: wB97M-V/def2-TZVPD

Geometry (Å):
Ga (-2.849, -0.200, -0.512)
F (-4.073, 4.812, -1.167)
C (-5.122, 4.285, -0.520)
F (-4.844, 4.316, 0.792)
F (-6.173, 5.084, -0.730)
C (-5.400, 2.875, -0.983)
C (-6.627, 2.523, -1.508)
C (-6.878, 1.210, -1.905)
C (-5.875, 0.281, -1.739)
N (-4.691, 0.627, -1.232)
C (-4.417, 1.891, -0.869)
S (-2.776, 2.077, -0.270)
H (-7.395, 3.277, -1.610)
H (-7.828, 0.923, -2.328)
H (-5.997, -0.759, -2.013)
S (-4.813, -1.585, 2.079)
C (-3.808, -0.830, 1.241)
C (0.502, -1.945, 0.401)
P (-0.470, -0.425, 0.176)
C (0.266, 0.409, -1.266)
C (0.233, -0.375, -2.426)
C (0.684, 0.119, -3.635)
C (1.161, 1.419, -3.718)
C (1.176, 2.212, -2.583)
C (0.729, 1.715, -1.367)
C (-0.393, 0.466, 1.752)
C (-0.923, -0.270, 2.819)
C (-0.961, 0.254, 4.096)
C (-0.479, 1.534, 4.334)
C (0.043, 2.274, 3.286)
C (0.090, 1.745, 2.003)
P (2.019, -1.706, 1.458)
C (2.898, -3.270, 1.087)
C (2.308, -4.412, 0.557)
C (3.051, -5.571, 0.372)
C (4.393, -5.601, 0.712)
C (4.992, -4.467, 1.246)
C (4.249, -3.316, 1.437)
C (2.948, -0.525, 0.415)
C (3.322, -0.789, -0.902)
C (4.032, 0.145, -1.632)
C (4.385, 1.358, -1.048)
C (4.030, 1.629, 0.262)
C (3.315, 0.686, 0.992)
H (0.730, -2.319, -0.600)
H (-0.130, -2.693, 0.888)
H (-0.155, -1.388, -2.395)
H (0.657, -0.510, -4.515)
H (1.512, 1.812, -4.662)
H (1.540, 3.230, -2.634)
H (0.762, 2.375, -0.514)
H (-1.299, -1.274, 2.656)
H (-1.361, -0.338, 4.908)
H (-0.510, 1.949, 5.331)
H (0.424, 3.271, 3.461)
H (0.525, 2.350, 1.222)
H (1.261, -4.425, 0.282)
H (2.577, -6.450, -0.042)
H (4.972, -6.502, 0.564)
H (6.038, -4.481, 1.518)
H (4.729, -2.439, 1.857)
H (3.069, -1.741, -1.356)
H (4.319, -0.069, -2.652)
H (4.948, 2.085, -1.616)
H (4.317, 2.565, 0.722)
H (3.041, 0.891, 2.020)

## Properties
- LUMO (spin up / spin down) (eV) = -4.13 / -4.18
- 2S+1 = 2
- DFT total energy (eV) = -135850.2860
- total charge = +1
- energy above the lowest of the compared OMol25 structures with the same formula, charge and spin (eV) = 0.661
- Kohn-Sham gap (spin up / spin down) (eV) = 5.45 / 6.50
- HOMO level (spin up / spin down) (eV) = -9.58 / -10.67